Record 1
The following is a quantum chemistry calculation of a molecular structure, C28H35MoN5P2Se at a distorted geometry, from OMol25.

Summary:
**Charge**: +2
**Spin multiplicity**: 3
**Energy above the lowest of the compared OMol25 structures with the same formula, charge and spin**: 0.0 kcal/mol

Each line ends with the Löwdin spin population.
Cartesian coordinates (Å):
Mo (0.00000, 0.00000, 0.00000)  0.19
C (1.44295, 1.38904, -0.97434)  0.02
C (0.59424, 2.16584, -0.19235)  -0.01
C (-0.56425, 2.99393, -0.72332)  -0.01
C (-1.91778, 2.24299, -0.69212)  -0.01
C (-1.81702, 0.77228, -1.03096)  -0.03
C (-1.00468, 0.20721, -2.00846)  0.00
C (-0.12541, 0.99052, -2.96906)  0.00
C (1.32838, 1.16319, -2.46559)  0.01
C (-0.96957, -1.76056, 0.52555)  0.15
H (2.40274, 1.11141, -0.54258)  -0.01
H (0.93733, 2.41523, 0.80904)  0.01
H (-0.34032, 3.33296, -1.73851)  0.00
H (-0.65652, 3.89745, -0.11183)  0.00
H (-2.33789, 2.31641, 0.31678)  0.00
H (-2.63448, 2.74052, -1.36339)  0.00
H (-2.62214, 0.15581, -0.63523)  0.00
H (-1.21189, -0.82358, -2.28621)  0.00
H (-0.57694, 1.96594, -3.17015)  0.00
H (-0.09838, 0.46172, -3.92757)  0.00
H (1.89290, 0.25467, -2.70128)  0.00
H (1.81699, 1.98320, -3.01391)  0.00
H (-0.25316, -2.56250, 0.73090)  0.01
H (-1.66106, -2.09257, -0.25945)  0.02
H (-1.54598, -1.58295, 1.44295)  0.01
P (-6.29098, 5.98604, -1.64738)  0.00
P (-3.73081, 7.50670, -0.54449)  0.00
N (-6.54882, 5.15571, -3.16184)  0.04
N (-7.90383, 6.29241, -1.09278)  0.00
N (-2.60647, 7.61667, -1.85853)  0.00
N (-3.12914, 8.69344, 0.58636)  0.00
C (-5.86972, 7.66091, -2.31778)  0.00
C (-5.13403, 8.48617, -1.25399)  0.00
C (-5.69992, 4.12119, -3.55402)  0.33
C (-5.93543, 3.84493, -4.87948)  0.13
C (-6.96114, 4.73487, -5.32379)  0.13
C (-7.31437, 5.53224, -4.25961)  0.34
C (-8.45323, 5.54447, -0.04977)  0.00
C (-9.75759, 5.93013, 0.12424)  0.00
C (-10.03362, 6.94804, -0.83961)  0.00
C (-8.89238, 7.15297, -1.57407)  0.00
C (-1.64220, 6.62657, -2.05652)  0.00
C (-0.83686, 7.00392, -3.10037)  0.00
C (-1.30955, 8.26841, -3.56815)  0.00
C (-2.38683, 8.62679, -2.79693)  0.00
C (-2.58973, 9.95223, 0.34691)  0.00
C (-2.55553, 10.63890, 1.53858)  0.00
C (-3.10258, 9.78780, 2.54760)  0.00
C (-3.44650, 8.60337, 1.94142)  0.00
H (-6.80826, 8.13629, -2.62566)  0.00
H (-5.23620, 7.56700, -3.20439)  0.00
H (-4.71219, 9.40749, -1.67232)  0.00
H (-5.83723, 8.76880, -0.46535)  0.00
H (-5.01269, 3.68974, -2.84112)  0.01
H (-5.44516, 3.07841, -5.46337)  0.00
H (-7.40463, 4.76839, -6.30983)  0.00
H (-8.04704, 6.31945, -4.17611)  0.01
H (-7.84556, 4.81245, 0.46196)  0.00
H (-10.44031, 5.53713, 0.86450)  0.00
H (-10.96751, 7.47717, -0.97152)  0.00
H (-8.69522, 7.83960, -2.38279)  0.00
H (-1.63778, 5.74995, -1.42546)  0.00
H (-0.00597, 6.43664, -3.49570)  0.00
H (-0.90569, 8.84627, -4.38836)  0.00
H (-3.01894, 9.50014, -2.84170)  0.00
H (-2.26843, 10.23442, -0.64318)  0.00
H (-2.16063, 11.63611, 1.67938)  0.00
H (-3.20998, 10.01541, 3.59886)  0.00
H (-3.88793, 7.69790, 2.33147)  0.00
Se (2.79983, -4.06393, 1.16159)  0.45
C (1.83108, -2.65780, 0.75968)  -0.01
N (1.10449, -1.60316, 0.45823)  0.21

Record 2
The following is a quantum chemistry calculation of a molecular structure, C28H35N2 at a distorted geometry, from OMol25.

Summary:
**Charge**: +1
**Energy above the lowest of the compared OMol25 structures with the same formula, charge and spin**: 39.9 kcal/mol

Each line ends with the natural charge from an NBO analysis.
Cartesian coordinates (Å):
C (-2.89520, -1.89358, 1.60483)  -0.38
C (-2.45641, -3.01458, 0.67786)  -0.40
C (-0.95814, -3.28939, 0.81146)  -0.45
C (-0.13098, -2.04507, 0.81448)  0.36
N (1.21564, -2.31404, 0.81184)  -0.37
C (1.76295, -3.65849, 0.80556)  -0.21
C (3.28583, -3.48644, 0.80755)  -0.42
C (3.57269, -1.98438, 0.68702)  -0.41
C (2.20947, -1.27811, 0.78809)  -0.23
C (-0.65344, -0.79097, 1.00799)  -0.25
C (-2.07862, -0.59327, 1.35926)  -0.45
H (-3.96215, -1.67026, 1.45486)  0.23
H (-2.73726, -2.21106, 2.65014)  0.20
H (-2.97524, -3.93724, 0.95203)  0.23
H (-2.69133, -2.78246, -0.36855)  0.21
H (-0.77943, -3.80408, 1.78025)  0.24
H (-0.63528, -3.92898, -0.02119)  0.25
H (1.41522, -4.23363, 1.68059)  0.21
H (1.42710, -4.21185, -0.08662)  0.21
H (3.69109, -3.88169, 1.74243)  0.23
H (3.71981, -4.04745, -0.02214)  0.23
H (4.22731, -1.61295, 1.48042)  0.23
H (4.02411, -1.74231, -0.28422)  0.22
H (2.09284, -0.63928, -0.09449)  0.23
H (2.16134, -0.62582, 1.67662)  0.18
H (0.16789, -0.11874, 1.57982)  0.34
H (-2.61086, -0.03417, 0.57804)  0.21
H (-2.16870, 0.02058, 2.26228)  0.24
C (2.94170, 2.37322, -0.30982)  -0.67
C (1.96257, 1.54740, -1.04696)  0.26
N (2.22331, 1.17472, -2.33706)  -0.34
C (3.50958, 1.31703, -3.00128)  -0.41
C (1.12158, 0.48725, -2.87047)  0.12
C (0.10998, 0.48315, -1.85728)  -0.02
C (-1.09237, -0.18872, -2.04236)  -0.23
C (-1.15668, -1.09876, -3.10085)  -0.22
C (-0.06913, -1.23252, -3.98995)  -0.22
C (1.07707, -0.43022, -3.90442)  -0.22
C (0.67265, 1.06412, -0.67643)  -0.20
C (0.09628, 1.01134, 0.68455)  -0.18
C (-1.06810, 1.94379, 0.92553)  0.00
C (-1.77515, 2.56997, -0.11302)  -0.21
C (-2.82520, 3.43138, 0.21772)  -0.20
C (-3.12259, 3.75852, 1.53319)  0.01
C (-4.33379, 4.58432, 1.84672)  -0.64
C (-2.29937, 3.25716, 2.55497)  -0.21
C (-1.25788, 2.38405, 2.24678)  -0.21
H (2.53595, 2.75587, 0.63506)  0.23
H (3.85066, 1.78758, -0.09760)  0.23
H (3.26577, 3.23678, -0.91479)  0.25
H (3.43733, 0.74081, -3.92050)  0.22
H (3.74866, 2.35784, -3.25627)  0.22
H (4.32898, 0.90629, -2.39459)  0.21
H (-1.90391, -0.00474, -1.33035)  0.22
H (-2.05127, -1.71568, -3.20933)  0.22
H (-0.13106, -1.97978, -4.77656)  0.23
H (1.92939, -0.53167, -4.58313)  0.22
H (0.92592, 1.45117, 1.30510)  0.27
H (-1.43337, 2.46932, -1.14702)  0.24
H (-3.43382, 3.83045, -0.59672)  0.22
H (-4.36283, 4.88736, 2.89425)  0.22
H (-4.38667, 5.49263, 1.23457)  0.23
H (-5.26053, 4.02888, 1.64766)  0.23
H (-2.48938, 3.52611, 3.58644)  0.22
H (-0.52456, 2.13329, 3.02804)  0.21

Record 3
The following is a quantum chemistry calculation of a molecular structure, C28H35N4Na at a distorted geometry, from OMol25.

Summary:
**Charge**: -2
**Energy above the lowest of the compared OMol25 structures with the same formula, charge and spin**: 1.3 kcal/mol

Each line ends with the natural charge from an NBO analysis.
Cartesian coordinates (Å):
Na (0.57238, 0.60986, 0.00761)  0.85
C (-0.28981, -2.62823, -1.01295)  -0.41
C (-0.53202, -3.08950, 0.43092)  -0.39
C (0.00094, -2.08115, 1.46657)  -0.22
N (-0.56593, -0.78446, 1.22475)  -0.67
C (-1.36683, -0.15639, 2.05003)  0.29
C (-1.78977, -0.64798, 3.30793)  -0.47
C (-2.61265, -0.09194, 4.31284)  -0.16
C (-3.29837, 1.08630, 4.38889)  -0.41
C (-3.35209, 2.08948, 3.35335)  -0.25
C (-2.77193, 2.12554, 2.14095)  -0.21
C (-1.76682, 1.23233, 1.40494)  0.02
N (-0.60607, 2.03602, 1.02160)  -0.87
C (0.19777, 2.39732, 2.16587)  -0.23
C (1.58910, 2.92517, 1.72953)  -0.40
C (2.75424, 1.91283, 1.75673)  -0.23
N (2.63985, 0.87304, 0.74765)  -0.52
C (3.45736, 0.79608, -0.23959)  0.24
C (4.50496, 1.73927, -0.58988)  -0.39
C (5.69114, 1.49909, -1.23723)  -0.16
C (6.26148, 0.29356, -1.67735)  -0.43
C (5.62410, -0.95215, -1.67196)  -0.17
C (4.30341, -1.27486, -1.45071)  -0.38
C (3.20003, -0.37232, -1.17508)  0.24
N (1.97757, -0.52247, -1.56781)  -0.54
C (1.66345, -1.67903, -2.39131)  -0.23
C (1.14941, -2.83816, -1.52203)  -0.41
H (-0.54126, -1.56533, -1.04437)  0.23
H (-0.98939, -3.12995, -1.69074)  0.18
H (-0.06443, -4.07015, 0.59833)  0.17
H (-1.60752, -3.20456, 0.59953)  0.20
H (1.09359, -2.00566, 1.34276)  0.18
H (-0.16312, -2.49401, 2.46837)  0.16
H (-1.40999, -1.63240, 3.55566)  0.17
H (-2.71649, -0.73173, 5.18960)  0.17
H (-3.86474, 1.28298, 5.29383)  0.17
H (-3.96780, 2.95699, 3.59268)  0.17
H (-2.95434, 3.01010, 1.53639)  0.19
H (0.36646, 1.55823, 2.87668)  0.15
H (-0.26632, 3.19163, 2.79187)  0.13
H (1.88373, 3.75606, 2.38127)  0.18
H (1.48614, 3.32724, 0.71402)  0.20
H (2.72624, 1.41171, 2.73103)  0.18
H (3.71065, 2.44771, 1.70244)  0.16
H (4.32498, 2.76122, -0.27823)  0.20
H (6.31526, 2.37967, -1.37688)  0.18
H (7.28594, 0.32858, -2.03081)  0.18
H (6.25954, -1.79684, -1.93106)  0.18
H (4.04192, -2.32149, -1.54842)  0.19
H (2.52703, -2.00229, -2.98348)  0.17
H (0.87247, -1.39581, -3.09561)  0.17
H (1.83254, -2.93763, -0.67163)  0.20
H (1.21065, -3.77429, -2.08852)  0.18
C (-2.47125, 0.22035, -3.29736)  -0.58
C (-3.52439, 0.07571, -2.19093)  -0.13
C (-4.75042, 0.93525, -2.53722)  -0.59
C (-3.94651, -1.39580, -2.08313)  -0.59
C (-2.95675, 0.51649, -0.90864)  -0.07
C (-2.45162, 0.85576, 0.13053)  0.07
H (-2.89776, -0.04875, -4.27013)  0.18
H (-1.61590, -0.42732, -3.09609)  0.22
H (-2.10962, 1.24887, -3.34172)  0.21
H (-5.21754, 0.58662, -3.46518)  0.18
H (-4.45417, 1.97858, -2.66050)  0.21
H (-5.48346, 0.88868, -1.73021)  0.21
H (-4.41938, -1.72939, -3.01410)  0.18
H (-4.65136, -1.52771, -1.26025)  0.21
H (-3.07650, -2.02456, -1.88403)  0.22

The lowest charge belongs to which entry? C28H35N4Na

Look up the energy above the lowest of the compared OMol25 structures with the same formula, charge and spin of the third one. 1.3 kcal/mol

energy above the lowest of the compared OMol25 structures with the same formula, charge and spin of number 1 (C28H35MoN5P2Se)? 0.0 kcal/mol